[1]
{"formula": "C45H35Br2N6O2RbSTe", "method": "the ωB97M-V functional and the def2-TZVPD basis", "symbols": ["Rb", "S", "N", "C", "C", "C", "C", "C", "N", "C", "C", "N", "C", "C", "C", "C", "C", "N", "H", "H", "H", "H", "H", "H", "C", "C", "C", "C", "C", "C", "Br", "C", "C", "Br", "C", "O", "C", "N", "H", "H", "H", "H", "H", "H", "C", "C", "C", "C", "C", "C", "Te", "N", "C", "O", "C", "C", "C", "C", "C", "C", "C", "C", "C", "C", "C", "C", "C", "C", "C", "C", "H", "H", "H", "H", "H", "H", "H", "H", "H", "H", "H", "H", "H", "H", "H", "H", "H", "H", "H", "H", "H", "H", "H"], "positions_angstrom": [[0.096, 0.848, 1.426], [-8.367, 0.972, -1.510], [-7.660, 1.886, -0.388], [-6.406, 1.433, -0.185], [-5.457, 1.983, 0.766], [-5.596, 3.156, 1.513], [-4.586, 3.645, 2.291], [-3.352, 2.953, 2.216], [-3.198, 1.852, 1.518], [-4.172, 1.435, 0.733], [-3.855, 0.283, -0.166], [-2.626, -0.300, -0.042], [-2.351, -1.322, -0.852], [-3.129, -1.628, -1.951], [-4.402, -1.064, -2.102], [-4.739, -0.179, -1.096], [-6.141, 0.346, -1.118], [-7.123, 0.086, -1.931], [-6.567, 3.674, 1.439], [-4.619, 4.461, 2.991], [-2.535, 3.307, 2.766], [-1.386, -1.851, -0.626], [-2.796, -2.394, -2.580], [-5.054, -1.296, -2.875], [-0.600, 0.587, 5.191], [0.030, 1.894, 5.043], [0.321, 2.580, 6.225], [0.645, 3.905, 6.213], [0.921, 4.535, 4.957], [1.310, 5.849, 4.807], [1.619, 6.927, 6.359], [1.622, 6.340, 3.606], [1.655, 5.550, 2.470], [2.136, 6.276, 0.843], [1.268, 4.155, 2.471], [1.269, 3.400, 1.465], [0.852, 3.700, 3.817], [0.421, 2.422, 3.909], [-1.462, 0.540, 4.544], [-1.006, 0.440, 6.224], [0.087, -0.273, 4.777], [0.224, 2.118, 7.183], [0.766, 4.374, 7.136], [1.842, 7.381, 3.571], [3.257, 2.400, -6.530], [3.043, 1.686, -5.210], [3.480, 0.296, -5.066], [3.225, -0.447, -3.930], [3.643, -1.881, -3.807], [2.464, 0.157, -2.926], [1.967, -0.847, -1.100], [-0.716, -3.362, 0.877], [0.481, -3.120, 1.311], [1.071, -1.984, 1.120], [1.328, -4.124, 2.069], [2.600, -3.812, 2.432], [3.453, -4.714, 3.141], [2.988, -6.000, 3.434], [1.668, -6.313, 3.079], [0.855, -5.380, 2.400], [1.345, -2.599, -2.113], [1.857, -3.801, -1.570], [1.669, -4.974, -2.201], [0.858, -5.049, -3.344], [0.192, -3.886, -3.760], [0.468, -2.616, -3.135], [-0.236, -1.389, -3.688], [1.999, 1.471, -2.974], [1.222, 2.082, -1.831], [2.325, 2.242, -4.132], [2.993, 1.819, -7.392], [4.340, 2.765, -6.563], [2.629, 3.251, -6.603], [4.168, -0.158, -5.756], [4.446, -2.276, -4.435], [2.785, -2.455, -3.983], [3.934, -2.117, -2.790], [2.873, -2.825, 2.088], [4.477, -4.388, 3.375], [3.524, -6.653, 4.176], [1.266, -7.258, 3.338], [-0.136, -5.630, 2.017], [2.395, -3.761, -0.646], [2.000, -5.941, -1.736], [0.722, -5.953, -3.822], [-0.530, -3.992, -4.586], [-1.071, -1.725, -4.280], [0.439, -0.927, -4.396], [-0.639, -0.698, -2.908], [1.679, 1.846, -0.855], [0.157, 1.633, -1.898], [1.135, 3.138, -1.812], [2.008, 3.283, -4.125]], "mulliken_charge": [0.378, 0.096, -0.672, 0.911, -0.203, -0.484, -0.885, -0.185, -0.033, -0.020, -0.166, 0.088, -0.609, -0.463, -1.273, 1.056, 0.507, -0.641, 0.437, 0.430, 0.570, 0.307, 0.801, 0.591, -1.106, 0.505, -0.690, -0.953, 1.048, -0.037, -0.298, -0.231, -0.222, -0.206, 0.284, -0.518, -0.622, 0.279, 0.244, 0.363, 0.161, 0.396, 0.420, 0.458, -1.476, 0.520, -0.821, 1.243, -1.613, -0.168, 0.483, -0.805, 0.200, -0.309, 0.252, 0.014, -0.634, -0.439, -0.554, -0.278, -0.400, -0.295, -0.722, -0.814, -0.559, 1.268, -1.526, 1.055, -1.282, -1.129, 0.374, 0.253, 0.406, 0.419, 0.472, 0.244, 0.310, 0.464, 0.349, 0.279, 0.422, 0.360, 0.717, 0.305, 0.530, 0.309, 0.534, 0.403, -0.189, 0.042, 0.184, 0.414, 0.380], "energy_ha": -8053.18296, "homo_ev": [-4.453, -4.453], "charge": -1, "spin_multiplicity": 2, "lumo_ev": [1.177, 1.176], "relative_energy_kj_mol": 176.6}

***

[2]
{"formula": "C45H35N4OP2PtS3", "method": "the ωB97M-V functional and the def2-TZVPD basis", "symbols": ["Pt", "S", "C", "S", "C", "C", "N", "C", "N", "O", "P", "C", "C", "C", "C", "C", "C", "C", "C", "C", "C", "C", "C", "C", "C", "C", "C", "C", "C", "H", "H", "H", "H", "H", "H", "H", "H", "H", "H", "H", "H", "H", "H", "H", "N", "P", "C", "C", "C", "C", "C", "C", "C", "C", "C", "C", "C", "C", "C", "C", "C", "C", "C", "C", "H", "H", "H", "H", "H", "H", "H", "H", "H", "H", "H", "H", "H", "H", "H", "S", "C", "N", "C", "C", "C", "C", "H", "H", "H", "H", "H"], "positions_angstrom": [[0.729, -0.805, 0.974], [1.437, -0.567, 4.046], [3.256, -1.098, 2.138], [3.307, -1.802, 0.564], [4.432, -0.829, 2.861], [4.484, -0.154, 4.087], [4.639, 0.424, 5.076], [5.681, -1.156, 2.312], [6.726, -1.397, 1.884], [-0.862, -1.131, -0.746], [-2.314, -0.903, -0.485], [-2.821, -0.893, 1.260], [-1.911, -0.572, 2.261], [-2.290, -0.626, 3.591], [-3.598, -0.949, 3.921], [-4.523, -1.224, 2.923], [-4.136, -1.206, 1.595], [-3.336, -2.173, -1.282], [-3.294, -3.470, -0.772], [-3.987, -4.481, -1.408], [-4.712, -4.212, -2.562], [-4.740, -2.925, -3.080], [-4.055, -1.906, -2.443], [-2.839, 0.665, -1.226], [-4.013, 1.326, -0.886], [-4.337, 2.515, -1.514], [-3.501, 3.043, -2.487], [-2.336, 2.376, -2.834], [-2.000, 1.194, -2.201], [-0.841, -0.376, 1.999], [-1.549, -0.437, 4.356], [-3.900, -1.002, 4.958], [-5.544, -1.477, 3.179], [-4.843, -1.465, 0.815], [-2.721, -3.658, 0.128], [-3.967, -5.484, -1.004], [-5.252, -5.004, -3.062], [-5.301, -2.722, -3.982], [-4.079, -0.898, -2.837], [-4.664, 0.912, -0.128], [-5.245, 3.039, -1.248], [-3.758, 3.972, -2.978], [-1.694, 2.779, -3.605], [-1.089, 0.664, -2.447], [2.004, -0.860, 2.539], [1.278, 1.338, -0.060], [0.118, 2.764, -0.043], [-1.014, 2.659, 0.758], [-1.876, 3.731, 0.908], [-1.635, 4.911, 0.224], [-0.509, 5.026, -0.578], [0.378, 3.970, -0.691], [2.030, 1.318, -1.717], [3.229, 0.604, -1.795], [3.908, 0.496, -2.992], [3.407, 1.113, -4.130], [2.202, 1.796, -4.069], [1.508, 1.891, -2.871], [2.609, 2.179, 0.879], [2.544, 2.135, 2.267], [3.491, 2.781, 3.041], [4.506, 3.500, 2.431], [4.559, 3.576, 1.049], [3.618, 2.922, 0.274], [-1.222, 1.727, 1.268], [-2.732, 3.644, 1.563], [-2.314, 5.747, 0.323], [-0.312, 5.951, -1.104], [1.281, 4.087, -1.275], [3.616, 0.130, -0.903], [4.829, -0.069, -3.035], [3.956, 1.053, -5.061], [1.799, 2.262, -4.960], [0.570, 2.426, -2.829], [1.750, 1.580, 2.752], [3.452, 2.693, 4.117], [5.251, 4.000, 3.032], [5.350, 4.129, 0.561], [3.691, 2.988, -0.802], [-0.405, -3.158, 1.688], [0.734, -4.048, 0.827], [0.959, -3.739, -0.486], [1.889, -4.366, -1.235], [2.645, -5.366, -0.711], [2.448, -5.732, 0.638], [1.488, -5.099, 1.378], [0.494, -2.899, -0.831], [2.010, -4.009, -2.245], [3.401, -5.850, -1.306], [3.061, -6.503, 1.083], [1.316, -5.339, 2.416]], "mulliken_charge": [1.704, -0.487, 0.968, -0.451, 0.602, -0.192, -0.740, -0.163, -0.770, -1.197, 2.382, 1.337, 0.443, -1.085, -0.808, -0.843, -0.775, 0.163, -0.210, -0.798, -0.547, -0.707, -0.616, 0.569, -0.629, -0.707, -0.510, -0.667, -0.807, -0.776, 0.426, 0.396, 0.429, 0.471, 0.320, 0.431, 0.376, 0.402, 0.440, 0.340, 0.389, 0.377, 0.415, 0.574, -0.005, 0.370, 0.632, 0.001, -0.559, -0.703, -0.905, -0.457, 0.755, -1.046, -0.870, -0.749, -0.779, -0.267, 1.073, -0.441, -0.538, -0.707, -0.666, -0.677, 0.110, 0.471, 0.391, 0.435, 0.459, 0.441, 0.510, 0.365, 0.431, 0.320, 0.243, 0.479, 0.382, 0.420, 0.307, -0.416, 0.768, 0.370, -0.388, -0.560, -0.238, -0.806, -0.055, 0.412, 0.398, 0.385, 0.434], "energy_ha": -4026.73250, "homo_ev": [-2.936, -2.938], "charge": -1, "lumo_ev": [1.921, 1.921], "relative_energy_kj_mol": 255.9}